--- A ---
The following is a quantum chemistry calculation of a molecular structure, C7H12N2O2S, from OMol25.

Output
- total charge = 0

Last column: Löwdin charge in e.
Geometry (Å):
C -0.86911 -1.84558 -1.13784  -0.088
C -1.37750 -0.64296 -1.38721  -0.115
C -0.26238 -2.24557 0.18297  -0.197
C 0.83242 -1.31285 0.61971  -0.269
C -0.25777 0.70428 0.24194  -0.163
C -2.22793 1.56664 -0.83684  -0.056
C 3.20957 0.90693 0.87964  -0.117
N -1.40318 0.42332 -0.47887  -0.171
N 2.08829 -1.45680 -0.09295  -0.134
O 0.92240 1.02782 -0.48677  -0.262
O 3.10915 0.31557 -1.66104  -0.294
S 2.34054 0.05799 -0.48860  0.763
H -0.91912 -2.60145 -1.90390  0.096
H -1.85946 -0.44184 -2.33624  0.117
H -1.04399 -2.23511 0.94970  0.116
H 0.13728 -3.26064 0.10262  0.109
H 0.94860 -1.17563 1.69222  0.090
H -0.33715 1.19668 1.19691  0.128
H -3.18570 1.21350 -1.21650  0.087
H -2.40379 2.16424 0.05931  0.088
H -1.74971 2.19986 -1.59420  0.094
H 3.15367 1.97090 0.69783  0.060
H 2.72713 0.63670 1.80908  0.055
H 4.23534 0.56147 0.85564  0.064

--- B ---
The following is a quantum chemistry calculation of a single C7H12N2O2S molecule, from OMol25.

Output
- total charge = 0

Last column: Löwdin charge in e.
Geometry (Å):
C -1.21497 -0.72339 -0.88031  -0.541
C -2.95360 0.60761 0.30052  -0.688
C -0.18888 -0.56316 0.29120  -0.392
C 0.85987 1.38591 -0.66011  -0.018
C 1.98593 -0.94040 -0.91096  -0.005
C 1.92729 0.11239 1.31297  -0.076
C 1.09747 0.03245 0.08104  -0.570
N -2.47278 -0.41033 -0.66588  0.157
N -2.16386 0.81041 1.36209  0.085
O -0.80668 -1.26675 -1.89745  0.070
O -4.00191 1.10158 0.05321  0.059
S -0.47706 -1.77695 1.45694  1.028
H 0.73389 1.09491 -1.67750  0.069
H 1.62333 2.10315 -0.52989  0.064
H -0.11065 1.98909 -0.30317  0.137
H 1.40966 -1.42061 -1.72483  0.068
H 2.65250 -0.17904 -1.47140  0.113
H 2.66999 -1.73638 -0.45657  0.103
H 2.73258 -0.57542 1.38531  0.068
H 1.31721 -0.09471 2.20914  0.071
H 2.41221 1.03262 1.55641  0.085
H -3.05018 -0.45168 -1.50901  0.168
H -2.28950 1.79424 1.60490  0.050
H -1.69182 -1.92554 1.07337  -0.105

Quick ranking, most stable first: B, A.

--- A ---
The following is a quantum chemistry calculation of 3 unconnected molecules or ions with the total composition C6H16NO, from OMol25.

Output
- total charge = +1

Last column: Löwdin charge in e.
Geometry (Å):
C 2.25238 -0.81052 -0.34834  -0.140
C -1.51573 -2.18390 1.30429  -0.048
C -1.63065 1.40736 0.84700  -0.108
C 2.64914 0.64256 -0.12961  0.017
C -1.92835 -0.96740 0.47399  -0.236
C 1.58908 1.52209 -1.66815  0.094
N 0.33019 1.31606 -1.69120  0.146
O -0.98441 0.14074 0.67335  -0.278
H 2.68527 -1.05720 -1.28701  0.055
H 1.19833 -1.14701 -0.43892  0.063
H 2.68485 -1.55405 0.44786  0.134
H -2.17748 -3.00524 0.95478  0.100
H -1.50468 -2.09636 2.32365  0.048
H -0.48051 -2.42289 0.91805  0.084
H -2.28473 1.62031 -0.00087  0.086
H -2.28482 1.42232 1.72961  0.102
H -0.87064 2.19061 0.91795  0.089
H 2.05745 1.04347 0.63393  0.051
H 3.67808 1.02438 -0.20123  0.105
H -2.03229 -1.04605 -0.61726  0.126
H -2.88288 -0.72308 0.91771  0.109
H 2.00795 2.06992 -2.55379  0.125
H -0.37189 1.90412 -2.21138  0.174
H -0.18367 0.70976 -0.99441  0.101

--- B ---
The following is a quantum chemistry calculation of a gas-phase ion, C6H16NO (charge +1), from OMol25.

Output
- total charge = +1
- SMILES = CC[C@@H](C)[C@H]([NH3+])CO

Last column: Löwdin charge in e.
Geometry (Å):
C 1.18637 1.85594 0.67555  -0.149
O 0.75036 3.16785 0.15598  -0.084
C -0.04367 0.96212 0.56370  -0.249
C 0.39440 -0.49680 0.25058  -0.303
C 0.69854 -0.69935 -1.25864  -0.062
C -0.76592 -1.47012 0.61819  -0.205
C -0.67260 -2.91432 0.03422  -0.070
N -0.99738 1.44123 -0.50470  0.220
H 1.47152 1.75314 1.71777  0.138
H 1.99633 1.75749 -0.04871  0.133
H 1.04548 3.89012 0.73482  0.110
H -0.50977 1.15790 1.53533  0.167
H 1.32383 -0.58789 0.81006  0.146
H 1.18734 -1.66323 -1.38780  0.087
H -0.24889 -0.68880 -1.81622  0.089
H 1.44236 -0.04240 -1.75631  0.098
H -0.85346 -1.59908 1.70966  0.123
H -1.64778 -0.91367 0.29944  0.088
H -1.59106 -3.42990 0.29143  0.080
H 0.15860 -3.31204 0.61787  0.089
H -0.48726 -2.95658 -1.02059  0.056
H -1.28007 2.42981 -0.47599  0.171
H -1.88697 0.99592 -0.28133  0.164
H -0.67030 1.36266 -1.46433  0.162

Quick ranking, most stable first: B, A.

--- A ---
The following is a quantum chemistry calculation of a molecular structure, C26H40N4O6PPbS2, from OMol25.

Output
- total charge = -1

Last column: Löwdin charge in e.
Geometry (Å):
Pb -0.00940 -0.31186 -0.45044  1.308
N 4.18699 -3.05073 -0.10862  0.029
C 3.22168 -2.08970 -0.25333  -0.920
S 1.76010 -2.58883 -1.01719  0.490
N 3.62070 -0.90869 0.19129  -0.047
N 2.68676 0.07090 0.11170  -0.100
C 3.11708 1.25267 0.33179  -0.119
C 2.22816 2.42848 0.27542  -0.266
C 2.77377 3.70320 0.39188  -0.036
C 1.94087 4.80242 0.27326  -0.077
C 0.59334 4.60258 0.02703  -0.059
C 0.12846 3.29729 -0.06806  -0.130
N 0.91928 2.24338 0.07929  0.059
H 3.89123 -4.00083 -0.24350  0.056
H 4.91843 -2.85951 0.55496  0.076
H 4.17751 1.41803 0.52954  0.110
H 3.83696 3.81987 0.55565  0.104
H 2.34410 5.80375 0.36011  0.101
H -0.08906 5.43185 -0.09492  0.100
H -0.90741 3.06530 -0.28994  0.096
C -6.57516 1.40075 -2.71178  -0.098
O -5.78262 1.47870 -3.87954  -0.092
C -4.42612 1.36946 -3.72104  -0.282
C -3.69071 1.27887 -4.92471  -0.035
C -2.34074 1.09146 -4.83774  -0.052
C -1.63964 1.03399 -3.61435  -0.115
C -0.22556 0.72154 -3.63629  -0.397
C 0.40289 0.22571 -4.92634  -0.017
O 0.52678 0.81945 -2.65882  -0.109
C -2.37779 1.19122 -2.39032  -0.372
O -1.86769 1.18932 -1.22456  -0.220
C -3.79765 1.33238 -2.50559  0.049
H -7.61093 1.40533 -3.04574  0.084
H -6.40087 2.25859 -2.05623  0.089
H -6.37008 0.48235 -2.15765  0.097
H -4.20853 1.32531 -5.87173  0.101
H -1.78240 0.99520 -5.76051  0.098
H -0.20560 -0.54827 -5.39061  0.083
H 1.38280 -0.17416 -4.67991  0.082
H 0.52106 1.04324 -5.64052  0.082
H -4.33378 1.37532 -1.57095  0.106
C -3.15499 -0.48639 4.65025  -0.125
C -2.68807 -0.82831 3.23319  -0.532
C -3.75793 -0.39630 2.22274  -0.118
P -1.01357 -0.24396 2.67943  1.027
C -0.73900 1.48332 3.31167  -0.543
C -1.75955 2.40480 2.63001  -0.132
C -0.64213 1.79375 4.80488  -0.111
C 0.16300 -1.34354 3.59953  -0.545
C -0.12527 -1.70934 5.05525  -0.122
C 1.58940 -0.81421 3.43627  -0.121
H -4.05889 -1.05840 4.87899  0.076
H -3.41988 0.56982 4.72137  0.063
H -2.42013 -0.70463 5.42188  0.042
H -2.58229 -1.91683 3.15050  0.106
H -3.89067 0.68678 2.23747  0.058
H -4.71720 -0.85017 2.48612  0.078
H -3.51252 -0.69924 1.20351  0.054
H 0.23659 1.71942 2.86613  0.084
H -2.71989 2.36984 3.14762  0.066
H -1.93148 2.12952 1.58712  0.053
H -1.40861 3.43948 2.64930  0.074
H -1.57039 1.57938 5.33164  0.056
H -0.42903 2.85886 4.93889  0.075
H 0.16083 1.24072 5.28938  0.051
H 0.08958 -2.26614 3.00999  0.105
H -0.14042 -0.83397 5.70455  0.057
H 0.66128 -2.37495 5.42317  0.074
H -1.07423 -2.23279 5.16662  0.061
H 1.75818 0.06367 4.06365  0.068
H 1.81101 -0.53400 2.40370  0.040
H 2.31479 -1.57597 3.72938  0.078
C -1.94385 -4.25825 -1.49274  -0.156
S -2.25525 -2.58090 -1.02544  0.322
O -3.69371 -2.42099 -0.96615  -0.343
O -1.58541 -1.76638 -2.05183  -0.435
O -1.59234 -2.40704 0.27846  -0.497
H -2.52967 -4.47152 -2.38308  0.059
H -2.24505 -4.90212 -0.67105  0.058
H -0.88144 -4.36705 -1.69487  0.044

--- B ---
The following is a quantum chemistry calculation of a molecular structure, C26H40N4O6PPbS2, from OMol25.

Output
- total charge = -1

Last column: Löwdin charge in e.
Geometry (Å):
Pb -0.80077 1.34471 0.64858  1.304
N -3.93717 0.97094 4.06889  0.052
C -3.33958 1.55248 2.98176  -0.928
S -1.87273 2.40163 3.25630  0.486
N -4.03115 1.42502 1.86065  -0.021
N -3.36013 1.86702 0.78059  -0.119
C -4.02932 2.06936 -0.28838  -0.117
C -3.37020 2.52322 -1.51291  -0.271
C -4.10601 2.65191 -2.69330  -0.026
C -3.47737 3.12160 -3.82997  -0.075
C -2.13067 3.45032 -3.77129  -0.077
C -1.47370 3.27438 -2.56332  -0.152
N -2.06840 2.83080 -1.46370  0.049
H -3.32522 0.80204 4.84858  0.064
H -4.60488 0.24913 3.84693  0.080
H -5.10531 1.90230 -0.30839  0.116
H -5.15249 2.37726 -2.70428  0.107
H -4.03083 3.22496 -4.75519  0.101
H -1.59579 3.81836 -4.63604  0.097
H -0.41233 3.48737 -2.47525  0.102
C -3.45903 -4.08509 4.52027  -0.097
O -2.25831 -3.80252 5.20708  -0.090
C -1.47760 -2.80135 4.69920  -0.289
C -0.30322 -2.53378 5.43466  -0.035
C 0.53348 -1.55823 4.97224  -0.049
C 0.28554 -0.80654 3.80276  -0.102
C 1.24187 0.19461 3.38692  -0.396
C 2.45596 0.47782 4.25632  -0.022
O 1.14416 0.85360 2.34952  -0.145
C -0.92068 -1.06349 3.06886  -0.350
O -1.30247 -0.45925 2.01995  -0.294
C -1.78100 -2.09809 3.56736  0.050
H -3.95588 -4.87004 5.08611  0.085
H -3.26329 -4.43381 3.50265  0.095
H -4.10523 -3.20432 4.47101  0.089
H -0.09015 -3.10470 6.32740  0.103
H 1.43557 -1.35994 5.53644  0.097
H 2.14891 0.83502 5.24075  0.085
H 3.04618 1.24398 3.75970  0.076
H 3.06897 -0.41285 4.40123  0.079
H -2.66680 -2.28121 2.97659  0.110
C 2.84671 3.08140 -1.47018  -0.142
C 2.80691 1.86226 -2.39857  -0.549
C 4.20995 1.59260 -2.94501  -0.123
P 1.82168 0.48771 -1.59773  1.048
C 2.97333 -0.62174 -0.66382  -0.544
C 3.90127 -1.55334 -1.43891  -0.115
C 3.73629 0.16706 0.40197  -0.125
C 1.23340 -0.50133 -3.05244  -0.548
C 2.18309 -0.72529 -4.22885  -0.127
C -0.06060 0.14156 -3.56082  -0.136
H 3.16967 3.97654 -2.01068  0.070
H 3.54842 2.92264 -0.64768  0.066
H 1.87123 3.28305 -1.02424  0.050
H 2.16453 2.12856 -3.24917  0.088
H 4.90477 1.34856 -2.14081  0.059
H 4.59681 2.48920 -3.44129  0.072
H 4.23709 0.77719 -3.66522  0.047
H 2.24356 -1.24750 -0.13736  0.081
H 4.64280 -1.00427 -2.02324  0.059
H 3.34771 -2.20539 -2.11473  0.063
H 4.44465 -2.19662 -0.73932  0.074
H 4.53904 0.76708 -0.03232  0.057
H 4.19698 -0.52529 1.11287  0.077
H 3.07501 0.82359 0.96944  0.048
H 0.96589 -1.46195 -2.60224  0.083
H 2.38008 0.21191 -4.75735  0.067
H 1.71458 -1.40257 -4.94962  0.074
H 3.14107 -1.15778 -3.94378  0.045
H 0.13027 1.15284 -3.93972  0.057
H -0.82093 0.19803 -2.78215  0.044
H -0.47255 -0.44231 -4.38926  0.080
C -1.51423 -3.75461 -2.16492  -0.198
S -1.50489 -1.78860 -0.47785  0.718
O -1.83113 -2.38471 -2.02774  -0.410
O -0.02560 -1.73575 -0.43724  -0.495
O -2.05493 -0.40544 -0.69237  -0.598
H -0.59150 -3.87688 -2.73953  0.073
H -2.33297 -4.25786 -2.68362  0.071
H -1.37037 -4.23722 -1.19178  0.063

Quick ranking, most stable first: A, B.